Computed, not measured: C35H70O28 as an isolated structure in a non-equilibrium geometry, with ωB97M-V with the def2-TZVPD basis set.

Geometry as XYZ:
```
133
Properties=species:S:1:pos:R:3:mulliken_charge:R:1
C -3.59204 -2.50294 -0.71714 -1.4929
C -3.65795 -0.98084 -0.68873 1.7602
C -4.82479 -0.30624 -1.40671 -0.5635
O -5.13984 0.76733 -0.51979 -0.3787
C -4.61851 0.52081 0.67295 0.3720
O -4.66038 1.30756 1.63895 -0.5623
O -3.82542 -0.56860 0.60950 -0.0817
H -2.65687 -2.96421 -0.39969 0.4130
H -3.69272 -2.86842 -1.73909 0.4602
H -4.40769 -2.93167 -0.13489 0.5262
H -2.70941 -0.58690 -1.05363 -0.5938
H -5.64462 -0.99220 -1.61987 0.3309
H -4.53146 0.09428 -2.37709 0.2795
C 3.17932 -2.14242 -2.53482 -0.8390
C 3.09714 -0.68712 -2.21928 1.4370
C 4.42489 0.09506 -2.23809 -0.8143
O 3.98568 1.28146 -2.83453 -0.4175
C 2.72389 1.21792 -3.29321 0.4899
O 2.15218 2.05956 -3.99239 -0.6289
O 2.26691 -0.00010 -3.10427 -0.0076
H 3.69861 -2.59004 -1.68742 0.2695
H 3.79329 -2.28710 -3.42376 0.6716
H 2.16257 -2.53434 -2.56173 -0.1993
H 2.80626 -0.55702 -1.17691 -1.0295
H 5.18137 -0.49773 -2.75232 0.3817
H 4.81324 0.33354 -1.24793 0.3792
C 1.64934 0.28871 5.74390 -1.9116
C 0.70543 0.00262 4.55613 0.2396
C 0.47714 1.15934 3.64069 -0.6821
O 0.72683 0.63738 2.33304 1.0728
C 1.34799 -0.51064 2.43423 -0.1764
O 1.82327 -1.15412 1.50809 0.1578
O 1.38793 -0.89977 3.76153 -0.4503
H 1.16526 0.99439 6.41900 0.3777
H 2.54983 0.82548 5.44540 0.4204
H 1.88961 -0.66703 6.20968 0.4456
H -0.25182 -0.40807 4.87723 -0.1028
H 1.13599 1.99456 3.87825 0.9160
H -0.53533 1.52507 3.81163 0.4393
C -0.84680 0.98894 0.56833 1.6218
C -0.36287 0.22888 -0.68424 -0.6289
C 1.15505 -0.06787 -0.59638 -0.5072
O 1.22193 -1.49754 -0.76074 1.5729
C 0.00157 -2.02890 -0.72325 -1.5149
O -0.31654 -3.19289 -0.77328 -0.6099
O -0.94388 -1.06871 -0.70067 0.9725
H -0.87036 0.30558 1.41720 -0.0851
H -1.86697 1.37168 0.53920 0.0454
H -0.19415 1.82460 0.82093 0.0745
H -0.61448 0.77691 -1.59223 0.2856
H 1.55330 0.40185 0.30299 -2.3051
H 1.56812 0.50301 -1.42800 -0.2404
C -1.30490 -2.42329 1.70428 -0.5165
C -2.12917 -1.54816 2.68281 -0.7838
C -1.53484 -1.10843 3.96847 -0.5910
O -1.82404 0.24512 4.00152 -0.4136
C -2.27273 0.66446 2.79793 0.9714
O -2.54503 1.82320 2.53087 -0.1790
O -2.46130 -0.34545 2.00616 0.8683
H -1.74446 -2.55503 0.71558 -0.9618
H -1.09354 -3.44190 2.02959 0.5608
H -0.45705 -1.82258 1.37504 -0.0479
H -3.11242 -1.94981 2.92776 1.0902
H -0.46387 -1.29027 3.87866 0.2009
H -1.93005 -1.60424 4.85508 0.6848
C 0.88903 -0.72850 -5.41456 -1.3806
C -0.49286 -1.20912 -4.90615 0.0191
C -0.51651 -1.57110 -3.43132 -0.6350
O -1.29851 -0.60905 -2.79049 0.3413
C -1.81950 0.21254 -3.73892 0.3722
O -2.63427 1.08793 -3.45270 -0.5964
O -1.37039 -0.12477 -4.95099 -0.3709
H 1.31723 0.12408 -4.88745 0.1764
H 0.81940 -0.58194 -6.49242 0.5135
H 1.70299 -1.44002 -5.27557 0.2782
H -0.80347 -2.03504 -5.54605 0.4097
H 0.53105 -1.60211 -3.13170 0.5643
H -1.03389 -2.52535 -3.33223 0.1388
C -0.71421 3.11951 2.20760 -0.9430
C 0.65254 3.81018 1.98397 1.0343
C 0.86744 5.22776 2.47190 -0.2852
O 2.14048 5.04892 3.07222 -0.3978
C 2.60274 3.81781 2.97372 0.5320
O 3.68498 3.47411 3.38036 -0.6152
O 1.63692 3.02239 2.56739 -0.0862
H -1.57032 3.77462 2.04627 1.0004
H -0.82680 2.75308 3.22797 1.0595
H -0.86990 2.23794 1.58574 -1.6010
H 0.95249 3.82385 0.93615 -0.1403
H 0.09404 5.50131 3.18962 0.3500
H 0.83228 5.96157 1.66669 0.3102
C -0.13062 -4.74856 0.63579 -0.4789
O 0.45001 -5.86438 1.29628 -0.7678
H 0.58364 -4.51499 -0.15375 0.3919
H -1.06205 -5.01999 0.13894 0.4557
H -0.28594 -3.92320 1.33061 -0.2379
H 1.36046 -5.59293 1.43412 0.5349
C -3.81272 3.54389 0.27857 -1.0105
O -2.63948 3.00064 0.87055 -0.8730
H -4.47064 4.18453 0.86580 0.3654
H -3.43564 4.16584 -0.53326 0.3582
H -4.33209 2.80770 -0.33494 0.1902
H -2.80683 2.35162 1.55784 -0.0871
C 2.08729 -3.12028 0.68300 0.3542
O 2.60188 -4.31975 1.17324 -0.7103
H 2.76628 -2.32650 0.99444 0.5346
H 1.96181 -3.20291 -0.39659 -0.5776
H 1.08833 -2.88716 1.05159 -0.3989
H 3.21864 -4.61186 0.49806 0.3845
C 3.11422 1.54112 0.89609 0.8767
O 4.54423 1.27740 0.91623 -0.6799
H 2.90173 2.50314 1.36242 -0.0686
H 2.58050 1.61538 -0.05140 -0.5511
H 2.57042 0.83378 1.52225 0.3783
H 5.11421 1.99284 0.62493 0.4401
C 1.08621 3.04696 -2.22740 -1.4468
O 0.97624 2.79278 -0.77174 -0.5537
H 2.06541 3.40205 -2.54864 0.2891
H 0.81518 2.17665 -2.82505 0.3864
H 0.31623 3.77206 -2.49094 0.6059
H 0.05423 2.90857 -0.53077 0.0475
C 0.79753 -4.21730 -2.34728 -0.0402
O 1.39943 -3.77314 -3.61320 -0.6264
H -0.17458 -3.76567 -2.14950 0.1353
H 0.77178 -5.30442 -2.42227 0.4639
H 1.54588 -4.06519 -1.56950 0.3672
H 0.74615 -3.80620 -4.31585 0.3319
C -1.68236 2.91378 -1.76631 -0.9817
O -1.01414 3.33037 -0.56568 -0.6641
H -2.58506 3.48635 -1.97936 0.3980
H -1.12343 2.94023 -2.70172 0.2877
H -2.05131 1.90312 -1.59147 0.2063
H -1.68966 3.34631 0.11624 1.4504
```

Output
net charge = 0
multiplicity = 1
ΔE to the lowest compared entry with this formula, charge and spin = 27.308 eV
maximum force = 0.185 Eh/bohr

Computed, not measured: a 2-piece molecular cluster, C2H5N3O2 overall in a non-equilibrium geometry, with ωB97M-V with the def2-TZVPD basis set.

Geometry as XYZ:
```
12
Properties=species:S:1:pos:R:3:mulliken_charge:R:1
C 1.76557 0.75043 -1.16904 0.4934
C -0.43025 -0.03573 -0.89430 0.4942
N 2.58066 1.03098 -1.90378 -0.4303
N -1.29817 -0.19543 0.16309 -0.3528
N -0.79840 -0.08841 -2.10252 -0.5994
O 0.04660 -0.31128 2.67062 -0.6550
O 0.87400 0.34671 -0.41852 -0.3398
H -2.23349 -0.07321 -0.05788 0.2357
H -1.01931 0.14448 1.07163 0.2488
H -0.30616 0.01627 -2.95067 0.2597
H -0.02559 -0.96823 3.39128 0.3211
H 0.84454 -0.61659 2.20009 0.3244
```

Output
net charge = 0
SMILES = [H]/N=C(/N)OC#N.O
multiplicity = 1
ΔE to the lowest compared entry with this formula, charge and spin = 2.841 eV
maximum force = 0.085 Eh/bohr

Computed, not measured: a 2-piece molecular cluster, C3H8NO2 overall in a non-equilibrium geometry, with ωB97M-V with the def2-TZVPD basis set.

Geometry as XYZ:
```
14
Properties=species:S:1:pos:R:3:mulliken_charge:R:1
C -0.49241 1.22754 2.25963 -0.0782
C -0.32000 -0.86591 -1.24914 -0.4627
C 0.66544 -1.51410 -0.60639 -0.1278
N -0.44010 0.60924 -1.30447 -0.1799
O -0.81392 1.65396 1.17725 -0.5173
O 1.69497 -0.92193 -0.01542 -0.4784
H -1.36856 1.33137 3.00274 0.2488
H 0.43117 0.84175 2.54131 0.3008
H -1.02894 -1.61445 -1.53288 0.3126
H 0.58739 -2.49481 -0.58744 0.4941
H 0.45545 0.88977 -1.70140 0.4150
H -0.63135 1.20560 -0.41705 0.3152
H -1.22406 0.95832 -1.84451 0.4021
H 2.48491 -1.30633 0.27777 0.3558
```

Output
net charge = +1
multiplicity = 1
ΔE to the lowest compared entry with this formula, charge and spin = 3.223 eV
maximum force = 0.095 Eh/bohr

Computed, not measured: C3H6O2 as an isolated structure in a non-equilibrium geometry, with ωB97M-V with the def2-TZVPD basis set.

Geometry as XYZ:
```
11
Properties=species:S:1:pos:R:3:mulliken_charge:R:1
C -0.15140 0.28731 -0.82514 0.0029
C 0.09390 -1.20751 -0.58625 -0.6711
C -0.78181 -0.34837 0.37586 0.0190
H 1.90412 0.65423 -0.53578 0.3784
H -0.62557 0.58692 -1.86070 0.2824
H -0.50131 -1.86627 -1.17346 0.2358
H 1.00845 -1.78639 -0.20022 0.2536
H -1.90088 -0.46575 0.37410 0.2962
H 0.47510 0.64886 1.36461 0.3506
O 0.79455 1.23907 -0.59734 -0.6246
O -0.21006 -0.00909 1.62791 -0.5232
```

Output
net charge = 0
multiplicity = 1
ΔE to the lowest compared entry with this formula, charge and spin = 3.772 eV
maximum force = 0.140 Eh/bohr